No. 1
57
Properties=species:S:1:pos:R:3:forces:R:3:nbo_charge:R:1 method="wB97M-V/def2-TZVPD" mol_weight_g_mol=953.6 e_above_lowest_kcal_mol=19.4 gap_ev="6.3 / 5.4" homo_ha="-0.360 / -0.392" charge=+1 s2=6.025 spin_multiplicity=5 lumo_ev="-3.5 / -5.3"
Ir -1.11410 0.39386 -1.64911 0.36 -1.77 0.44 0.70
I -2.69350 2.95566 -1.18419 -0.34 0.16 -0.47 0.27
I -2.04652 1.21502 -4.21509 -0.63 0.37 -0.10 0.28
Se 1.19991 1.64966 -1.17197 -0.10 0.19 0.06 -0.21
S -3.15996 -0.78791 -1.00797 0.60 0.59 -0.12 -0.04
S -0.30737 -1.91610 -2.14052 -0.26 0.80 0.20 0.03
O -0.32602 0.23694 0.53991 -0.30 0.02 -0.17 -0.79
N 2.63696 3.81624 -2.34549 -0.34 -0.72 -0.37 -0.34
N -1.06223 -0.16579 2.64129 0.05 0.13 -0.01 -0.43
N -3.09344 -4.46420 3.81399 -0.16 -0.16 0.30 -0.24
N 0.98492 -0.98255 1.91997 0.04 0.10 -0.03 -0.43
N 0.11694 -6.22039 2.13545 0.22 -0.37 0.21 -0.24
N 2.22720 2.27162 -3.82088 0.03 0.45 0.67 -0.34
C -2.34723 -2.13174 -0.28873 -0.02 0.09 -0.32 -0.20
C 1.41525 -1.31166 3.26559 -0.09 -0.01 0.41 -0.21
C -0.55459 -3.76251 -0.20622 -0.02 -0.36 0.36 -0.16
C -0.13719 -0.27799 1.66781 -0.06 -0.29 0.05 0.82
C -1.13291 -2.64676 -0.80865 -0.04 0.27 -0.28 -0.21
C 1.77041 1.06401 -4.45094 -0.31 -0.58 -0.31 -0.41
C -2.27193 -3.75614 1.49890 0.20 0.44 -0.89 -0.06
C -3.54349 2.23809 -3.03044 0.36 0.05 0.22 -0.69
C 2.95062 3.25121 -4.43977 0.39 0.72 -0.07 -0.06
C 0.73950 -0.37800 4.25433 -0.17 -0.23 -0.11 -0.42
C 2.65597 4.53086 -1.09877 -0.05 0.27 0.72 -0.41
C -0.44260 -5.38159 1.59332 0.24 -0.26 0.17 0.25
C 1.94644 -1.21993 0.86927 0.07 0.10 -0.40 -0.41
C 3.20743 4.21545 -3.51935 0.19 -0.16 -0.79 -0.05
C -1.09713 -4.31153 0.94300 -0.28 0.74 -0.50 -0.14
C -2.74913 -4.20017 2.75330 -0.18 -0.06 0.43 0.23
C -2.31478 0.50296 2.37266 -0.02 0.12 -0.30 -0.41
C 2.03337 2.62619 -2.53511 -0.42 -0.38 0.12 0.25
C -2.90452 -2.70599 0.85267 0.11 -0.37 0.35 -0.17
C -0.76118 -0.47951 4.02637 0.24 -0.15 0.30 -0.21
H -3.93695 3.07500 -3.59733 0.14 -0.03 0.00 0.24
H 2.50117 -1.20298 3.30984 -0.06 -0.05 -0.01 0.22
H 3.75195 5.13345 -3.61274 0.07 0.12 0.00 0.24
H 3.01684 3.87849 -0.30124 -0.01 0.10 -0.11 0.23
H -1.11046 -1.49209 4.26400 -0.03 0.10 0.09 0.21
H 0.98980 -0.65750 5.27542 0.01 0.01 0.02 0.24
H 2.40015 -2.20089 1.01830 -0.01 0.03 0.02 0.21
H 0.35131 -4.17624 -0.62361 0.06 -0.05 0.01 0.25
H 1.65056 4.86578 -0.83577 0.08 -0.03 -0.06 0.23
H 3.23236 3.18386 -5.47079 0.04 0.02 -0.16 0.24
H -4.31888 1.52013 -2.78477 0.12 -0.06 -0.03 0.24
H 1.16206 -2.35354 3.49270 0.11 0.02 0.04 0.20
H -3.81889 -2.30085 1.26098 -0.02 0.03 0.03 0.25
H 0.89718 1.26274 -5.07799 0.14 0.04 0.06 0.21
H 2.56155 0.65090 -5.07487 0.01 0.04 0.05 0.23
H 1.44424 -1.20295 -0.09812 0.14 -0.02 0.09 0.23
H 2.72886 -0.45352 0.86712 0.00 -0.10 -0.02 0.20
H -1.29905 0.22919 4.66025 0.01 -0.08 -0.05 0.22
H -3.09079 0.05530 2.99119 -0.03 0.03 0.02 0.21
H 3.31443 5.39116 -1.18908 -0.01 -0.04 -0.06 0.23
H 1.07121 0.64793 4.07566 0.01 0.00 0.06 0.21
H -2.57318 0.37287 1.32398 -0.09 0.04 0.10 0.23
H 1.49679 0.33302 -3.68934 0.09 0.11 0.01 0.24
H -2.24735 1.57343 2.58158 -0.08 0.04 0.09 0.20

No. 2
57
Properties=species:S:1:pos:R:3:forces:R:3:nbo_charge:R:1 method="wB97M-V/def2-TZVPD" mol_weight_g_mol=507.3 gap_ev=3.9 homo_ha=0.005 charge=-2 spin_multiplicity=1 lumo_ev=4.1
Zn 0.78718 0.63452 -1.97008 0.63 -1.32 -0.03 1.60
Cl 2.57762 1.36522 -2.83221 0.47 0.50 0.57 -0.77
P -0.50628 0.32448 1.04462 0.11 -0.41 -3.41 1.74
N -0.26233 0.38418 -0.50159 -0.85 0.54 3.06 -1.66
C 2.33427 -2.19389 3.74848 -0.32 0.19 -0.18 -0.22
C 0.54915 2.65410 2.14540 -0.29 0.27 0.48 -0.21
C 1.36317 2.43957 -5.42047 0.19 -0.69 -0.95 -0.36
C 2.25671 -2.41060 -1.05673 -0.32 0.02 -0.77 -0.37
C -4.09697 -1.55492 0.63545 0.12 0.11 0.19 -0.22
C 1.03502 -1.97757 -2.96571 0.15 0.34 0.28 -0.45
C 1.00937 -2.60395 3.57210 0.13 0.18 -0.09 -0.23
C 0.44778 0.58483 -6.44442 0.59 0.40 0.21 -0.38
C -2.11886 -0.41746 1.42786 -0.59 -0.08 0.36 -0.42
C 2.43767 1.60489 -5.87196 -1.16 0.20 -0.42 -0.35
C 1.93837 -0.35972 2.20457 -0.03 -0.11 0.25 -0.20
C -2.59939 -0.50762 2.74889 -0.44 -0.30 -0.25 -0.15
C 2.35409 -1.96179 -2.40294 -0.64 -0.16 0.50 -0.35
C 0.58321 -0.71031 2.09389 0.58 -0.32 0.20 -0.29
C -1.83563 2.43150 2.42068 0.28 0.27 0.24 -0.22
C 2.79445 -1.07763 3.04157 -0.04 -0.13 -0.01 -0.21
C 0.14765 -2.46145 -1.96016 0.36 -0.27 0.22 -0.35
C 0.14934 -1.88113 2.73754 0.22 0.07 0.17 -0.20
C -3.81658 -1.14442 3.01096 0.19 0.12 -0.19 -0.25
C 0.90069 -2.73138 -0.79117 -0.13 -0.06 -0.46 -0.38
C -0.68695 4.34468 3.38429 0.02 -0.28 -0.19 -0.23
C 0.51565 3.85535 2.86259 -0.12 -0.07 -0.19 -0.21
C -1.86175 3.62528 3.15272 0.19 -0.01 -0.19 -0.23
C -2.87664 -0.92133 0.36765 -0.13 -0.06 0.45 -0.16
C -4.56088 -1.67695 1.95206 0.16 0.09 -0.32 -0.23
C 1.87074 0.46169 -6.50127 -0.53 0.75 0.24 -0.36
C -0.61899 1.89213 1.97357 0.13 0.78 0.12 -0.29
C 0.13803 1.81037 -5.77726 0.74 -0.30 -0.12 -0.39
H -0.70975 5.29497 3.92826 0.01 -0.40 -0.15 0.20
H -5.50934 -2.18080 2.14667 0.23 0.13 -0.03 0.20
H 2.33221 0.48274 1.62913 -0.11 -0.40 0.17 0.22
H -2.02962 -0.08427 3.58296 -0.11 -0.19 -0.36 0.21
H 2.42991 -0.35659 -6.94895 -0.11 0.05 0.10 0.17
H -2.77654 1.92741 2.20308 0.30 0.07 0.14 0.23
H -4.67426 -1.94685 -0.20264 0.06 0.03 0.28 0.21
H 0.77679 -1.72226 -4.00183 0.15 -0.10 0.47 0.23
H 3.83791 -0.77608 3.13684 -0.24 -0.05 -0.07 0.20
H -0.92385 -2.63288 -2.07556 0.23 0.13 0.01 0.18
H 3.25926 -1.66095 -2.92530 -0.25 0.04 0.17 0.20
H -2.81064 3.99634 3.53618 0.13 -0.02 -0.13 0.20
H 3.49851 1.79648 -5.74162 -0.13 -0.04 0.08 0.17
H -0.85643 2.20303 -5.58134 0.06 -0.07 -0.01 0.17
H -0.26962 -0.12657 -6.84614 0.07 0.06 0.09 0.17
H 1.43367 4.42589 2.99902 -0.16 -0.13 -0.05 0.20
H 0.63573 -3.48933 4.09117 0.11 0.21 -0.20 0.20
H 3.07539 -2.51162 -0.35693 0.08 0.02 0.04 0.18
H -2.48782 -0.80765 -0.64627 0.00 -0.08 0.27 0.27
H 2.99857 -2.74409 4.42132 -0.19 0.18 -0.28 0.20
H 1.49289 2.30896 1.72557 -0.28 0.13 0.11 0.22
H 1.46577 3.37813 -4.88405 0.00 -0.15 0.00 0.18
H -0.86806 -2.24831 2.59408 0.37 0.17 0.06 0.22
H -4.18167 -1.21962 4.03834 0.09 0.00 -0.31 0.20
H 0.51208 -3.12667 0.14907 0.05 0.16 -0.22 0.17

No. 3
97
Properties=species:S:1:pos:R:3:forces:R:3:lowdin_charge:R:1 method="wB97M-V/def2-TZVPD" mol_weight_g_mol=612.7 gap_ev=8.0 homo_ha=-0.404 charge=+1 spin_multiplicity=1 lumo_ev=-3.0
Zr -3.21176 1.26589 0.80675 -2.18 -3.17 -1.73 1.88
O -3.69362 -0.79663 0.77795 0.53 2.60 0.84 -0.35
O 4.38068 1.80206 -1.85837 -0.16 0.06 0.44 -0.20
O -5.29075 1.27035 0.31481 2.88 0.54 0.90 -0.37
O -3.07308 0.84507 2.99245 -0.48 0.12 0.86 -0.11
O -3.01903 0.75659 -1.49410 -0.57 -0.09 -0.15 -0.14
O -0.86526 4.40688 -0.84924 0.09 0.02 -0.06 -0.01
O -3.13394 3.14381 -0.31937 -0.01 1.01 -0.39 -0.15
O 3.92972 3.24449 1.35288 -0.24 0.28 -0.17 -0.19
O 2.34416 -2.06693 3.16301 0.23 -0.15 0.43 -0.18
O -4.34467 -0.96837 -3.05148 -0.07 0.01 0.07 -0.26
O -1.55686 2.90153 1.96899 -0.41 -0.10 0.10 -0.14
N 1.23944 2.76018 1.91038 0.22 0.10 -0.01 0.04
N -2.98871 -4.26764 -3.91782 0.13 -0.57 -0.08 0.04
N 1.92643 -0.90145 -1.69163 -0.68 0.55 0.40 0.05
N 0.00037 -2.64088 0.41753 0.31 -0.59 -0.20 0.05
C 3.58169 2.26535 2.30553 0.33 0.43 0.08 -0.21
C -1.89598 -2.52069 -2.62042 0.09 0.35 -0.69 -0.04
C 2.07800 -2.36378 1.82565 0.15 -0.03 -1.22 -0.24
C 1.84222 1.72653 4.01478 0.09 -0.32 0.20 -0.05
C 0.55697 -4.40591 2.05331 0.86 -0.18 -0.09 -0.05
C -5.94016 0.04396 0.53287 -0.94 0.17 0.33 -0.31
C 5.37660 2.20647 -2.76370 0.71 -0.20 0.23 -0.11
C 0.69097 -2.93455 1.70360 -2.36 1.10 0.57 -0.41
C 3.62057 0.71596 -2.33213 -0.10 -0.07 -0.56 -0.21
C -3.22805 -3.11971 -3.04927 -0.19 -0.31 0.90 -0.44
C 3.13394 -0.18814 -1.21998 -0.72 -0.35 0.13 -0.44
C -5.33665 -0.14003 -3.61797 -0.18 0.63 -0.05 -0.08
C 3.67662 -1.61655 3.33882 -0.19 -0.35 -0.25 -0.09
C -4.98817 -1.10410 0.33377 0.17 -0.83 -1.09 -0.30
C 5.27826 3.17776 0.98355 0.97 -0.23 -0.09 -0.11
C 2.29881 2.72337 2.96304 -0.98 -0.78 -0.31 -0.38
C -4.15860 -2.16592 -3.78389 0.34 -0.57 -0.45 -0.18
C 4.18338 -1.19992 -0.84101 0.93 -0.25 0.47 -0.06
B -0.88986 0.54786 0.44730 1.21 -1.16 -1.15 -0.38
H -1.29552 -2.32090 -3.51602 -0.01 0.00 0.06 0.10
H -1.51815 0.24677 1.39992 -0.07 -0.24 1.12 -0.02
H -2.28071 3.52913 -0.67592 -0.14 0.03 0.59 0.05
H 1.54815 0.76941 3.56705 0.09 0.09 -0.15 0.08
H 5.56768 2.17012 0.66166 -0.10 -0.03 0.14 0.09
H -3.85916 3.65703 -0.69634 -0.20 -0.31 -0.02 0.11
H -6.30346 -0.64490 -3.67335 0.06 -0.10 -0.10 0.10
H 4.38432 2.13943 3.04491 -0.05 0.02 -0.01 0.14
H 0.68200 -5.02193 1.15794 -0.14 0.04 -0.02 0.08
H 5.02525 -0.73121 -0.31815 -0.12 0.14 0.01 0.08
H 5.80200 3.15045 -2.42410 -0.39 0.21 -0.12 0.08
H -3.74101 -4.94978 -3.88936 -0.26 0.35 -0.09 0.08
H -6.37797 0.02013 1.54169 0.16 0.04 0.02 0.11
H -4.90749 -1.33904 -0.73745 -0.15 0.13 0.01 0.10
H 0.27856 0.73586 0.59329 -0.08 -0.05 0.27 0.03
H 0.08696 -2.36570 2.43529 0.47 -0.23 0.40 0.13
H -0.57073 2.73448 1.92546 0.07 0.21 0.19 0.02
H 1.42971 -1.24590 -0.86276 0.46 -0.71 -0.27 0.02
H -1.30993 -3.19140 -1.99474 -0.12 -0.09 0.06 0.07
H -0.47263 -1.74094 0.40104 0.50 -0.05 0.32 0.00
H 3.80407 -1.97420 -0.17882 -0.13 0.03 -0.03 0.05
H -0.81060 5.24301 -0.37318 -0.05 0.04 -0.05 0.08
H 3.42740 1.30650 1.78695 -0.02 -0.07 0.20 0.11
H -1.06013 -0.33986 -0.33499 -0.04 0.27 -0.19 0.01
H 2.78912 -3.07882 1.37851 0.17 0.05 0.32 0.13
H -2.20209 -4.81121 -3.57579 0.19 0.31 -0.06 0.08
H 0.01141 4.01475 -0.76294 -0.04 -0.11 -0.07 0.07
H 2.84474 0.38541 -0.32476 0.43 0.38 -0.12 0.11
H -1.39546 1.52099 0.00382 0.08 1.07 -0.58 -0.04
H 4.22365 0.11239 -3.02263 -0.04 -0.03 0.04 0.13
H -6.79111 -0.04542 -0.15374 0.06 -0.06 -0.03 0.12
H -3.77427 -3.43241 -2.14150 0.13 0.16 0.01 0.14
H 5.92059 3.49461 1.81581 -0.04 -0.15 0.02 0.10
H -3.46653 0.00618 -1.95673 0.00 -0.03 0.09 0.05
H 0.97612 2.08248 4.57243 0.08 0.14 0.05 0.08
H -5.45286 0.74105 -2.98357 0.04 -0.14 0.15 0.09
H -5.03540 0.22898 -4.60462 -0.07 -0.26 -0.07 0.10
H -3.10110 1.44152 3.75028 0.13 0.10 -0.08 0.11
H -2.89377 -0.04122 3.33444 -0.17 -0.14 -0.30 0.11
H -2.00733 -1.57311 -2.09380 -0.07 -0.14 0.14 0.05
H 4.63605 -1.70805 -1.69450 -0.33 0.06 -0.21 0.09
H -0.78596 -3.28018 0.34347 0.24 -0.24 -0.11 0.07
H 2.38011 3.72553 3.37925 0.29 0.02 0.01 0.15
H -3.76819 -1.97267 -4.79240 0.08 0.21 0.14 0.14
H 1.36857 -4.69935 2.72410 -0.14 0.03 0.13 0.08
H 1.65374 3.26281 1.12432 -0.10 0.01 0.03 0.09
H 5.51584 3.82656 0.14273 -0.51 0.19 0.00 0.09
H -1.62628 3.76968 2.38029 -0.12 0.00 -0.05 0.08
H 1.23550 -0.19240 -1.95480 0.33 0.00 -0.46 0.06
H -5.37779 -2.02946 0.77647 0.11 0.14 0.32 0.12
H 2.64894 1.48568 4.70972 -0.08 0.17 0.11 0.09
H 6.23386 1.51643 -2.73055 -0.26 -0.19 -0.26 0.10
H 2.17448 -1.44060 1.22710 -0.16 -0.06 0.03 0.10
H 1.16527 1.79679 1.58363 0.03 0.15 -0.06 0.02
H -2.46146 1.17607 -2.15475 0.13 0.03 0.11 0.10
H -0.38429 -4.64105 2.54388 -0.10 0.02 -0.12 0.08
H 3.89147 -0.84302 2.59070 0.16 0.14 0.25 0.07
H 4.39434 -2.43328 3.19751 -0.05 0.01 -0.05 0.10
H -5.11414 -2.69004 -3.92028 -0.09 0.23 0.06 0.13
H 4.99185 2.27220 -3.78358 0.08 0.18 -0.03 0.09
H 3.77024 -1.25605 4.35876 0.00 0.20 -0.03 0.09
H 2.75985 1.06875 -2.92286 0.06 0.17 0.11 0.12